Computed, not measured: a structure of composition C3H2CoO4 in a non-equilibrium geometry, with the ωB97M-V functional and the def2-TZVPD basis.

Structure (XYZ):
```
10
Properties=species:S:1:pos:R:3
H 0.40 -0.60 3.07
O -0.22 0.45 -2.14
C 0.00 -0.03 2.21
O 0.16 -0.25 -0.05
C 0.72 0.14 -1.42
C 0.87 -0.20 1.08
H 0.85 1.00 1.99
O 1.93 0.18 -1.49
O -1.34 -0.04 2.02
Co -1.82 -0.54 0.25
```

As for the total charge: -1. As for the max |F|: 2.13 eV/A. The value obtained for the HOMO energy (spin up / spin down) is -3.07 / -4.81 eV. The calculation puts the energy at -1799.133525 Eh. Its multiplicity is 5.